Record 1
Computed, not measured: a structure of composition C20H22BrN2O3RhSe3Te in a non-equilibrium geometry, with ωB97M-V/def2-TZVPD.

```
53
Properties=species:S:1:pos:R:3:forces:R:3:lowdin_charge:R:1
Rh 0.844885 1.240861 -0.413363 0.4 0.6 -0.1 0.563
O 3.152411 -2.496679 -1.555748 -0.1 0.2 -0.1 0.047
C 2.595492 -2.984874 -0.418459 -0.1 -0.1 0.2 -0.276
C 3.311945 -3.925225 0.312486 0.0 0.0 -0.1 -0.014
C 2.785826 -4.441150 1.484341 0.0 0.0 0.0 -0.088
C 1.548243 -4.016458 1.943255 0.0 0.0 0.1 -0.096
C 0.829691 -3.085084 1.208485 0.0 0.0 0.0 -0.055
C 1.327969 -2.570935 0.019262 0.1 0.1 -0.1 -0.107
C 0.565372 -1.592949 -0.863933 0.0 -0.2 -0.1 -0.407
O 1.353923 -0.544600 -1.287799 -0.1 0.3 0.1 -0.296
N -0.602765 -1.058884 -0.134844 0.0 0.0 0.2 -0.040
N -0.959628 0.206546 -0.510740 -0.3 0.1 0.3 -0.159
C -2.197558 0.527704 -0.442478 0.2 -0.2 -0.1 -0.152
C -2.748507 1.802779 -0.845770 -0.1 0.2 0.1 -0.626
Br -1.605263 2.957718 -1.815247 -0.1 0.1 -0.2 0.750
C -4.014756 2.176853 -0.624804 0.3 0.1 -0.1 -0.084
C -5.073276 1.371390 0.007626 -0.1 -0.1 0.1 -0.230
C -5.815460 1.929289 1.049529 0.1 0.0 0.0 -0.030
C -6.823342 1.204025 1.662180 0.0 0.0 0.0 -0.073
C -7.122325 -0.079775 1.227844 0.0 0.0 0.0 -0.081
C -6.415190 -0.630596 0.169949 0.0 0.0 0.0 -0.075
C -5.399308 0.089846 -0.438655 0.0 0.1 0.0 -0.054
H 2.673740 -1.663116 -1.761449 0.1 -0.1 0.0 0.072
H 4.284380 -4.229580 -0.052522 0.0 0.0 0.0 0.117
H 3.352927 -5.170483 2.048640 0.0 0.0 0.0 0.102
H 1.145275 -4.401665 2.870510 0.0 0.0 0.0 0.098
H -0.127045 -2.742806 1.583870 0.0 0.0 0.0 0.100
H 0.191258 -2.145874 -1.747733 0.0 0.0 0.0 0.158
H -1.385265 -1.694537 -0.037326 0.0 0.0 -0.1 0.138
H -2.904581 -0.209890 -0.075698 0.0 -0.1 -0.1 0.128
H -4.293054 3.183412 -0.917841 0.0 0.0 0.0 0.113
H -5.586071 2.932186 1.388295 0.0 0.0 0.0 0.119
H -7.380485 1.643757 2.478882 0.0 0.0 0.0 0.107
H -7.914657 -0.643045 1.702792 0.0 0.0 0.0 0.105
H -6.662852 -1.619884 -0.192357 0.0 0.0 0.0 0.106
H -4.880043 -0.328312 -1.292517 0.0 0.0 0.0 0.118
Se 0.711778 0.752846 1.892249 0.3 0.1 0.7 0.186
Se 1.474893 2.766012 2.945378 -0.1 -0.5 -0.1 -0.074
Te 0.697707 3.866278 0.780343 -0.4 -0.9 -0.5 0.327
Se 2.626192 5.028661 -0.021885 0.1 0.1 -0.1 -0.188
C 4.704842 1.210697 -1.777847 0.0 0.0 0.0 -0.138
C 5.108148 1.415689 -0.318273 0.0 0.0 0.0 -0.139
C 3.801425 1.187304 0.407206 -0.1 0.0 0.0 -0.194
O 2.812313 1.783425 -0.484076 0.2 -0.1 0.1 -0.460
C 3.343189 1.880105 -1.837121 -0.1 0.0 0.0 -0.178
H 4.619214 0.144566 -1.995766 0.0 0.0 0.0 0.113
H 5.401767 1.656799 -2.485137 0.0 0.0 0.0 0.119
H 5.452991 2.436542 -0.148796 0.0 0.0 0.0 0.120
H 5.877120 0.717855 0.009116 0.0 0.0 0.0 0.122
H 3.713387 1.707829 1.357157 0.0 0.0 0.0 0.075
H 3.559629 0.129102 0.522970 0.0 0.0 0.0 0.114
H 3.399183 2.944731 -2.061951 0.0 0.0 0.0 0.083
H 2.644317 1.381582 -2.512253 0.0 0.0 0.0 0.115
```
Positions in Å, forces in eV/Å.

Calculated values
* total charge: 0
* HOMO-LUMO gap (spin up / spin down): 5.70 / 5.72 eV
* F_max: 1.11 eV Å⁻¹

***

Record 2
Computed, not measured: a structure of composition C20H22BrN2O3RhSe3Te, with ωB97M-V/def2-TZVPD.

```
53
Properties=species:S:1:pos:R:3:forces:R:3:lowdin_charge:R:1
Rh -0.090086 -0.510313 -1.245209 -0.3 -0.1 -0.3 0.156
O 2.280529 2.992437 -2.282226 -0.1 -0.2 -0.1 0.071
C 2.592052 3.365952 -1.034057 0.1 0.1 0.2 -0.262
C 3.075278 4.664214 -0.849308 0.0 0.0 0.0 -0.004
C 3.466578 5.100532 0.398500 0.0 0.0 0.0 -0.080
C 3.411914 4.247901 1.498126 0.0 0.0 0.0 -0.093
C 2.939153 2.963251 1.316958 0.0 0.0 0.0 -0.056
C 2.489991 2.515923 0.074572 0.0 0.0 -0.1 -0.094
C 1.960633 1.109552 -0.039112 -0.1 -0.4 0.1 -0.401
O 1.571126 0.681522 -1.238402 0.0 0.4 0.1 -0.350
N 0.810030 0.911031 0.995592 -0.3 -0.4 0.0 0.127
N -0.034752 -0.002917 0.820433 0.4 0.6 0.2 -0.042
C -0.734050 -0.444143 1.951327 0.1 0.0 -0.1 -0.099
C -1.406286 -1.575448 1.919854 0.1 0.0 0.0 -0.003
Br -2.259573 -1.704029 -1.322479 0.1 0.0 0.0 0.068
C -2.045258 -2.701750 1.936031 0.0 0.0 0.0 -0.052
C -1.473771 -4.037905 2.178999 -0.1 0.1 0.0 -0.215
C -2.344406 -5.116893 2.300175 0.0 -0.1 0.0 -0.035
C -1.842826 -6.390425 2.521798 0.0 0.0 0.0 -0.075
C -0.473291 -6.588910 2.610896 0.0 0.0 0.0 -0.075
C 0.397106 -5.513778 2.479718 0.0 0.0 0.0 -0.062
C -0.098766 -4.239113 2.267716 0.0 -0.1 0.0 -0.055
H 2.014794 2.045550 -2.244873 -0.1 0.0 0.0 0.081
H 3.144032 5.305285 -1.717888 0.0 0.0 0.0 0.121
H 3.840711 6.109157 0.515287 0.0 0.0 0.0 0.105
H 3.751688 4.575949 2.469918 0.0 0.0 0.0 0.100
H 2.942789 2.276303 2.158712 0.0 0.0 0.0 0.111
H 2.642943 0.388116 0.476230 0.1 0.0 -0.1 0.051
H 0.982350 1.248228 1.948090 -0.1 0.0 0.0 0.160
H -0.616204 0.137448 2.861536 0.0 0.0 0.0 0.127
H -3.103487 -2.638519 1.694184 0.0 0.0 0.0 0.127
H -3.412044 -4.959181 2.214950 0.0 0.0 0.0 0.114
H -2.521916 -7.227361 2.614996 0.0 0.0 0.0 0.105
H -0.081692 -7.584291 2.774114 0.0 0.0 0.0 0.105
H 1.466890 -5.664823 2.531115 0.0 0.0 0.0 0.110
H 0.590124 -3.412114 2.145407 0.0 0.0 0.0 0.024
Se 0.182654 -0.915410 -3.616429 0.2 -0.1 0.1 0.067
Se 2.320560 -1.889264 -3.237285 0.0 0.1 -0.1 -0.047
Te 1.235977 -2.637774 -1.057123 -0.2 0.0 -0.1 0.463
Se 2.738232 -2.151686 0.772429 0.1 0.0 0.1 -0.097
C -3.426909 2.020619 -2.350714 0.0 0.0 0.0 -0.142
C -2.367173 2.242422 -3.448343 0.0 0.0 0.0 -0.140
C -1.065341 2.355017 -2.670435 -0.1 0.0 0.0 -0.203
O -1.261961 1.481107 -1.549033 0.1 0.1 0.2 -0.306
C -2.598417 1.739209 -1.091576 0.0 0.0 0.0 -0.219
H -4.069029 1.174844 -2.589582 0.0 0.0 0.0 0.105
H -4.058793 2.896644 -2.209596 0.0 0.0 0.0 0.108
H -2.560392 3.122705 -4.059087 0.0 0.0 0.0 0.114
H -2.315638 1.374640 -4.106617 0.0 0.0 0.0 0.107
H -0.888806 3.369443 -2.297761 0.0 0.0 0.0 0.132
H -0.198163 2.010650 -3.220979 0.1 0.0 0.0 0.075
H -2.567221 2.613565 -0.431992 0.0 0.0 0.0 0.122
H -2.931882 0.866830 -0.537557 0.0 0.0 0.0 0.053
```
Positions in Å, forces in eV/Å.

Calculated values
* total charge: 0
* HOMO-LUMO gap: 5.07 eV
* F_max: 0.78 eV Å⁻¹

***

Record 3
Computed, not measured: the molecule C20H22BrN3OS in a non-equilibrium geometry, with ωB97M-V/def2-TZVPD.

```
48
Properties=species:S:1:pos:R:3:forces:R:3:lowdin_charge:R:1
C -3.229476 -3.962814 4.416851 -0.3 0.5 0.6 -0.398
S -3.032620 -4.039729 2.617180 -0.1 -0.3 0.5 0.904
C -1.527105 -3.207592 2.356317 1.2 0.7 0.2 -0.560
N -0.388313 -3.289399 3.030071 -0.9 -0.2 -0.5 0.120
N 0.504734 -2.494340 2.370229 0.1 0.7 -1.2 -0.037
C 1.820838 -2.306858 2.840681 1.0 0.5 0.2 -0.181
C 2.544035 -3.337652 3.445804 -1.0 -0.3 -0.1 -0.024
C 3.855078 -3.206443 3.833581 1.2 0.6 0.2 -0.121
C 4.517494 -1.972217 3.709418 -1.1 0.5 -0.7 -0.673
Br 6.361190 -1.751121 4.178822 -0.6 -0.2 -0.1 0.700
C 3.801576 -0.885438 3.157895 -0.2 -0.8 -0.2 -0.105
C 2.474953 -1.077389 2.688644 0.9 -0.2 0.5 -0.009
C -0.077948 -1.897827 1.233397 0.8 0.4 0.0 -0.133
C 0.328436 -1.051453 0.179201 0.3 -0.1 0.5 0.069
C -0.604553 -0.519248 -0.710755 0.2 0.0 0.6 -0.240
O -0.134919 0.417458 -1.604494 -0.9 0.1 -0.1 -0.031
C -1.134546 1.163865 -2.347685 -0.1 -0.1 -0.1 -0.168
C -0.495462 2.310857 -3.105222 0.7 0.6 0.2 -0.314
C -0.225308 3.534107 -2.179846 1.8 -0.5 0.7 -0.149
C 0.577267 4.622336 -2.933338 -2.3 0.4 0.7 -0.229
N -0.289030 5.017276 -4.035618 -0.4 1.0 -0.7 -0.099
C -0.605271 3.955946 -5.018634 0.6 -0.1 1.7 -0.204
C -1.335629 2.793619 -4.298041 0.5 0.5 0.5 -0.151
C -1.962899 -0.908596 -0.627997 0.7 -1.0 1.3 0.001
C -2.351249 -1.833211 0.351365 1.3 0.9 -1.0 -0.001
C -1.375898 -2.294369 1.247952 -2.6 -1.1 0.3 -0.214
H -3.652288 -2.996328 4.745723 -0.1 -0.4 -0.4 0.040
H -3.887422 -4.785995 4.744240 0.3 0.4 -0.3 0.037
H -2.275499 -4.024633 4.932720 0.2 -0.4 -0.2 0.027
H 2.023651 -4.267972 3.612763 0.1 -0.2 -0.1 0.110
H 4.413780 -4.069655 4.191779 -0.3 0.2 0.1 0.106
H 4.279806 0.094763 3.039962 -0.2 -0.5 0.1 0.103
H 1.973656 -0.254604 2.214643 -0.2 0.3 0.0 0.101
H 1.366531 -0.840043 0.084216 0.6 0.5 -0.3 0.106
H -1.732269 0.491502 -2.990269 0.5 0.1 0.0 0.133
H -1.854444 1.666314 -1.705816 -0.2 -0.4 0.7 0.129
H 0.484975 1.987097 -3.484101 -0.1 -0.1 0.0 0.148
H 0.396841 3.253768 -1.277669 -0.8 -0.1 -0.8 0.129
H -1.154075 3.981305 -1.809719 0.0 -0.1 -0.2 0.117
H 0.709249 5.485743 -2.236835 0.0 -0.5 -0.7 0.125
H 1.527705 4.300177 -3.289650 1.1 -0.6 -0.1 0.096
H 0.056089 5.871058 -4.482904 -0.2 -0.6 0.0 0.107
H 0.348283 3.618284 -5.468097 -0.5 -0.3 -0.2 0.117
H -1.280496 4.325736 -5.763834 -0.1 0.5 -0.5 0.101
H -2.325332 3.145365 -3.916854 0.6 -0.3 -0.5 0.134
H -1.442308 1.980666 -5.006689 -0.4 -0.2 -0.2 0.108
H -2.644046 -0.526646 -1.332288 -0.9 0.3 -0.6 0.083
H -3.347762 -2.215671 0.402902 -0.5 0.0 0.0 0.090
```
Positions in Å, forces in eV/Å.

Calculated values
* SMILES: CSc1nn(-c2ccc(Br)cc2)c2cc(OCC3CCNCC3)ccc12
* total charge: 0
* HOMO-LUMO gap: 8.38 eV
* F_max: 2.79 eV Å⁻¹

***

Record 4
Computed, not measured: a structure of composition C20H22BrN5OS2Tl, with ωB97M-V/def2-TZVPD.

```
52
Properties=species:S:1:pos:R:3:forces:R:3:lowdin_charge:R:1
Tl -0.115757 0.535916 1.179729 -0.1 0.2 -0.2 0.803
C 2.506690 4.195196 -0.528520 0.1 0.0 0.1 0.019
C 1.742941 2.928452 -0.312397 0.0 0.0 -0.1 -0.219
N 0.686079 2.821643 0.393804 0.0 -0.1 0.0 -0.029
N 0.152542 3.883204 1.051792 -0.1 0.1 -0.1 0.026
C -1.099780 3.780001 1.554434 0.1 0.0 -0.1 -0.749
N -1.662419 4.876781 2.022138 0.0 0.0 0.1 0.167
S -1.987199 2.318376 1.579215 -0.1 0.0 0.2 0.701
C 2.131243 1.666522 -1.015633 0.1 -0.1 0.0 -0.198
C 3.115386 1.663292 -1.989629 0.0 0.0 0.0 0.035
C 3.377052 0.493655 -2.694133 0.0 0.0 0.0 0.012
C 2.655516 -0.646392 -2.397632 0.0 0.0 0.0 -0.004
C 1.709128 -0.577694 -1.386733 0.0 0.0 0.0 -0.124
N 1.450650 0.543442 -0.718986 0.0 0.1 0.0 -0.007
H 2.470567 4.843881 0.346305 0.0 0.0 0.0 0.092
H 2.102929 4.739490 -1.386084 0.0 0.0 0.0 0.125
H 3.558454 4.001192 -0.719903 0.0 0.0 0.0 0.096
H 0.602646 4.789882 1.008359 0.0 0.0 0.0 0.160
H -1.217949 5.783484 1.985440 0.0 0.0 0.0 0.147
H -2.576141 4.827067 2.448765 0.0 0.0 0.0 0.133
H 3.664321 2.562897 -2.223446 0.0 0.0 0.0 0.125
H 4.132682 0.485510 -3.468180 0.0 0.0 0.0 0.137
H 2.813255 -1.572149 -2.932314 0.0 0.0 0.0 0.128
H 1.131100 -1.451018 -1.105205 0.0 0.0 0.0 0.111
Br -2.471778 -1.425037 2.260818 0.0 0.0 -0.1 0.815
C -2.610564 -1.334523 0.372121 0.0 0.0 0.0 -0.725
C -3.677653 -1.936158 -0.267192 0.0 0.0 0.0 -0.057
C -3.757003 -1.802162 -1.645275 0.0 0.0 0.0 0.003
C -2.781381 -1.081569 -2.322460 0.0 0.0 0.0 -0.008
C -1.753046 -0.518796 -1.595816 0.0 0.0 0.0 -0.109
N -1.666455 -0.647882 -0.262926 0.0 0.0 0.0 -0.100
H -4.424313 -2.476412 0.296180 0.0 0.0 0.0 0.124
H -4.582091 -2.249749 -2.183514 0.0 0.0 0.0 0.136
H -2.821788 -0.949729 -3.394155 0.0 0.0 0.0 0.129
H -0.975669 0.063841 -2.074798 0.0 0.0 0.0 0.115
C 1.158740 -4.595915 3.427034 0.0 0.0 0.0 -0.129
S 1.300972 -4.232055 1.676016 0.2 -0.2 0.1 1.068
O 0.049934 -3.707694 1.133306 0.0 0.0 0.0 -0.361
C 1.894982 -5.647746 0.872484 -0.1 0.0 0.1 -0.392
C 3.258694 -5.941706 0.987429 0.0 0.0 0.1 -0.052
C 3.716006 -7.113980 0.420804 0.0 0.0 0.0 -0.019
C 2.828380 -7.950080 -0.254387 0.0 0.0 0.0 0.011
C 1.477237 -7.627115 -0.376759 0.0 0.0 0.0 -0.016
C 0.992405 -6.457774 0.172612 0.0 0.0 -0.1 -0.034
H 0.436064 -5.407863 3.518313 0.0 0.0 0.0 0.096
H 0.816751 -3.687067 3.916992 0.0 0.0 0.0 0.078
H 2.142553 -4.899494 3.782181 0.0 0.0 0.0 0.086
H 3.936124 -5.276383 1.509083 0.0 0.0 0.0 0.127
H 4.760797 -7.380175 0.498693 0.0 0.0 0.0 0.132
H 3.195392 -8.868052 -0.694231 0.0 0.0 0.0 0.135
H 0.804578 -8.296344 -0.895279 0.0 0.0 0.0 0.133
H -0.050604 -6.183411 0.087838 0.0 0.0 0.0 0.125
```
Positions in Å, forces in eV/Å.

Calculated values
* total charge: +3
* HOMO-LUMO gap (spin up / spin down): 5.08 / 6.56 eV
* F_max: 0.26 eV Å⁻¹

***

Record 5
Computed, not measured: a structure of composition C20H22Cl2MoN11O2S3, with ωB97M-V/def2-TZVPD.

```
61
Properties=species:S:1:pos:R:3:forces:R:3:lowdin_charge:R:1
Mo 0.634631 0.166108 1.122405 0.2 0.1 0.4 1.050
N 0.602183 0.760469 3.439192 0.1 0.0 0.0 -0.084
N 1.560784 -0.025244 4.110984 0.1 0.0 0.0 0.031
C 1.897924 -1.227078 3.592851 -0.1 0.1 0.1 -0.372
N 2.594805 -2.065650 4.320112 0.0 0.0 -0.1 0.268
N 1.453786 -1.414806 2.327751 0.1 0.0 -0.1 -0.039
N 1.379392 -2.726198 1.802432 0.1 0.2 -0.1 -0.392
O 0.636716 -2.794233 0.853078 -0.1 -0.1 0.0 0.053
O 2.026890 -3.614244 2.283222 0.0 0.0 0.1 0.148
H 0.911524 1.728934 3.488828 -0.1 0.0 0.1 0.094
H -0.308886 0.683133 3.889930 0.0 0.0 -0.1 0.085
H 1.808982 0.215707 5.061158 0.0 0.0 0.0 0.181
H 2.834790 -1.858092 5.278623 0.0 0.0 0.0 0.158
H 2.869749 -2.957109 3.926731 0.0 0.0 0.0 0.129
C -4.922812 3.235599 3.003954 0.0 0.0 0.0 0.027
C -4.401422 1.954183 2.476857 -0.1 0.0 0.0 -0.281
N -5.104889 0.974891 2.000666 0.1 0.0 0.0 0.184
N -4.196461 0.022751 1.664751 -0.1 0.1 -0.1 0.065
C -2.947219 0.372656 1.923195 0.1 -0.1 -0.1 -0.650
S -1.612146 -0.710803 1.702293 -0.1 0.0 0.1 0.682
N -3.052773 1.612161 2.450655 0.1 0.0 -0.1 -0.074
N -1.975220 2.374775 2.913733 -0.1 -0.1 0.0 0.128
H -6.006042 3.228627 2.912376 0.0 0.0 0.0 0.110
H -4.530278 4.083670 2.442037 0.0 0.0 0.0 0.100
H -4.668827 3.361036 4.057741 0.0 0.0 0.0 0.100
H -4.513250 -0.850563 1.263257 0.0 0.0 0.0 0.184
H -1.812038 3.131365 2.253868 0.0 0.0 0.0 0.101
H -2.254345 2.792433 3.798909 0.0 0.0 0.0 0.122
Cl -0.253699 2.164535 -0.175753 -0.1 0.1 0.2 0.753
C 1.071459 3.340822 -0.195710 0.0 -0.1 0.0 -0.578
C 0.865010 4.527513 -0.850895 0.0 0.0 0.0 -0.066
C 1.919574 5.440670 -0.869579 0.0 0.0 0.0 -0.001
C 3.121591 5.158522 -0.243693 0.0 0.0 0.0 -0.047
C 3.297528 3.952413 0.421710 0.0 0.0 0.0 -0.669
Cl 4.791758 3.618417 1.185993 0.0 0.0 0.0 0.780
C 2.259994 3.005370 0.453982 0.0 0.0 -0.1 -0.633
S 2.502964 1.493438 1.287587 0.0 -0.1 -0.1 0.745
H -0.071489 4.743749 -1.345066 0.0 0.0 0.0 0.128
H 1.794683 6.381305 -1.388131 0.0 0.0 0.0 0.138
H 3.936394 5.868065 -0.270319 0.0 0.0 0.0 0.133
S 1.756524 -2.660713 -4.758245 0.1 0.0 0.0 1.138
C 1.376122 -1.893933 -3.273294 0.0 0.1 0.0 -0.478
C 0.134872 -1.952425 -2.613633 0.0 -0.1 0.0 -0.016
C -0.036579 -1.295279 -1.430459 0.0 0.1 0.0 -0.146
N 0.945288 -0.574908 -0.820376 0.0 -0.1 -0.1 -0.200
C 2.137460 -0.488851 -1.475933 0.0 -0.1 0.1 -0.121
C 2.376651 -1.106695 -2.666302 0.0 0.0 0.0 -0.053
C 0.341873 -3.698165 -5.046795 -0.1 0.0 -0.1 -0.531
C 0.376581 -5.023446 -4.644647 0.0 0.1 0.0 -0.064
C -0.733822 -5.807539 -4.932344 -0.1 -0.2 0.0 -0.108
N -1.815796 -5.359708 -5.563394 0.2 0.2 0.1 0.096
C -1.813508 -4.088393 -5.957702 -0.2 -0.1 -0.1 -0.113
C -0.761168 -3.212133 -5.733559 0.1 0.0 0.0 -0.077
H -0.688627 -2.516682 -3.026958 0.0 0.0 0.0 0.123
H -0.992406 -1.328484 -0.925959 0.0 -0.1 0.0 0.075
H 2.914024 0.089611 -0.997218 0.0 0.0 0.0 0.084
H 3.346514 -0.992232 -3.131371 0.0 0.0 0.0 0.128
H 1.234971 -5.439008 -4.136071 0.0 0.0 0.0 0.115
H -0.749562 -6.851377 -4.642536 0.0 0.0 0.0 0.121
H -2.695211 -3.751692 -6.490060 0.0 0.0 0.0 0.120
H -0.795515 -2.197247 -6.104861 0.0 0.0 0.0 0.116
```
Positions in Å, forces in eV/Å.

Calculated values
* total charge: +3
* multiplicity: 3
* HOMO-LUMO gap (spin up / spin down): 4.24 / 5.23 eV
* F_max: 0.47 eV Å⁻¹